This record from OMol25 describes a cluster of 9 separate species, C43H70N8O2 in total. The level of theory is ωB97M-V/def2-TZVPD.

As for the structure (SMILES): CC(C)CCC1=CC(=O)C=CC1=O.CCCC#N.CCCC#N.CCCC#N.CCCC#N.CCCC#N.CCCC#N.CCCC#N.CCCC#N. Its frontier orbital gap is 8.7 eV. Its spin multiplicity is 1. The value obtained for the total energy is -61740.5355 eV. As for the HOMO energy: -9.51 eV. Its net charge is 0.

Last column: Mulliken charge in e.
Element x y z (Å)
C 6.96 -3.43 -0.19  -1.47
C 6.19 -2.69 0.91  0.39
C 5.67 -1.34 0.40  -1.46
C 5.12 -3.56 1.57  -0.56
C 3.97 -4.04 0.64  -0.63
C 2.86 -3.05 0.48  0.08
C 2.59 -2.47 -0.70  0.14
C 1.51 -1.49 -0.86  -0.33
O 1.19 -1.05 -1.95  -0.59
C 0.81 -1.03 0.37  -0.54
C 1.04 -1.60 1.55  -0.66
C 2.04 -2.70 1.68  0.71
O 2.18 -3.28 2.73  -0.58
H 7.95 -2.97 -0.30  0.47
H 7.11 -4.48 0.06  0.23
H 6.47 -3.32 -1.16  0.32
H 6.91 -2.46 1.71  0.48
H 4.84 -0.97 1.01  0.35
H 6.46 -0.59 0.37  0.42
H 5.29 -1.44 -0.62  0.23
H 5.62 -4.46 1.94  -0.11
H 4.71 -3.06 2.45  0.68
H 3.55 -4.96 1.07  0.31
H 4.38 -4.27 -0.34  0.34
H 3.18 -2.72 -1.58  0.76
H 0.10 -0.23 0.22  0.45
H 0.52 -1.28 2.44  0.48
C -2.76 0.98 -1.82  -1.27
C -3.82 1.64 -0.94  -0.24
C -3.30 1.96 0.46  -0.14
C -2.92 0.77 1.21  0.23
N -2.60 -0.18 1.78  -0.55
H -2.44 0.02 -1.40  0.40
H -3.16 0.79 -2.81  0.35
H -1.88 1.62 -1.92  0.30
H -4.69 0.99 -0.87  0.32
H -4.15 2.57 -1.40  0.12
H -4.06 2.49 1.04  0.15
H -2.44 2.63 0.41  0.30
C 7.29 -7.32 -3.24  -0.99
C 8.00 -8.16 -2.19  -0.41
C 7.05 -8.72 -1.13  -0.45
C 6.40 -7.66 -0.37  0.23
N 5.88 -6.81 0.20  -0.36
H 6.81 -6.45 -2.79  0.22
H 7.99 -6.96 -3.99  0.33
H 6.52 -7.90 -3.76  0.30
H 8.78 -7.56 -1.71  0.29
H 8.51 -9.00 -2.68  0.30
H 7.59 -9.37 -0.44  0.28
H 6.28 -9.33 -1.60  0.27
C -5.43 4.25 4.31  -1.11
C -4.19 3.50 4.79  -0.41
C -2.92 4.36 4.71  -0.45
C -2.60 4.73 3.34  0.24
N -2.34 5.02 2.26  -0.42
H -5.34 4.55 3.27  0.35
H -6.31 3.62 4.41  0.37
H -5.59 5.15 4.90  0.25
H -4.05 2.59 4.21  0.24
H -4.33 3.19 5.83  0.33
H -2.07 3.81 5.12  0.30
H -3.04 5.26 5.31  0.31
C -3.61 3.67 -5.00  -1.02
C -5.06 3.88 -5.40  -0.40
C -6.03 3.56 -4.27  -0.44
C -5.95 2.15 -3.86  0.29
N -5.83 1.06 -3.53  -0.49
H -3.42 2.62 -4.76  0.41
H -2.94 3.94 -5.82  0.35
H -3.34 4.27 -4.13  0.07
H -5.30 3.28 -6.28  0.31
H -5.21 4.93 -5.69  0.34
H -7.06 3.78 -4.56  0.34
H -5.80 4.18 -3.40  0.27
C 1.45 -4.35 -3.50  -0.99
C 1.23 -3.36 -4.64  -0.32
C 1.86 -3.83 -5.96  -0.50
C 3.31 -3.98 -5.86  0.29
N 4.45 -4.11 -5.77  -0.45
H 2.51 -4.49 -3.30  0.24
H 0.97 -3.98 -2.59  0.17
H 1.02 -5.33 -3.74  0.44
H 1.65 -2.39 -4.36  0.23
H 0.17 -3.21 -4.80  0.34
H 1.63 -3.13 -6.76  0.30
H 1.43 -4.80 -6.25  0.29
C 4.12 -7.58 3.30  -0.74
C 4.83 -7.89 4.61  -0.47
C 5.12 -6.63 5.43  -0.50
C 6.02 -5.72 4.72  0.36
N 6.67 -5.01 4.11  -0.46
H 4.73 -6.95 2.65  -0.01
H 3.90 -8.50 2.75  0.36
H 3.17 -7.06 3.47  0.30
H 5.76 -8.42 4.41  0.30
H 4.21 -8.55 5.22  0.31
H 5.57 -6.89 6.39  0.31
H 4.19 -6.10 5.65  0.27
C -9.48 6.86 6.87  -1.13
C -9.69 7.85 5.73  -0.40
C -8.95 7.44 4.45  -0.37
C -7.50 7.41 4.64  0.26
N -6.37 7.38 4.79  -0.47
H -8.42 6.80 7.15  0.34
H -10.04 7.17 7.76  0.32
H -9.81 5.86 6.60  0.31
H -9.37 8.84 6.04  0.30
H -10.75 7.92 5.50  0.30
H -9.18 8.14 3.64  0.29
H -9.28 6.45 4.13  0.27
C -1.24 9.64 -3.88  -1.13
C -1.80 8.75 -2.79  -0.47
C -1.86 7.27 -3.20  -0.38
C -2.76 7.05 -4.33  0.28
N -3.47 6.88 -5.22  -0.45
H -1.86 9.62 -4.77  0.35
H -1.18 10.68 -3.54  0.33
H -0.23 9.33 -4.17  0.30
H -2.79 9.09 -2.50  0.29
H -1.17 8.82 -1.90  0.33
H -2.20 6.66 -2.36  0.27
H -0.86 6.91 -3.47  0.30